(1)
A molecular structure, C44H52CdCl3GeN5O8S3 in a non-equilibrium geometry, computed with wB97M-V/def2-TZVPD.

Structure (XYZ):
```
117
Properties=species:S:1:pos:R:3:lowdin_spin:R:1
Cd 0.35925 0.21776 1.04107 0.005
Ge -2.31409 1.86343 3.35995 0.400
Cl -4.34857 1.30397 4.41710 0.214
Cl -1.65093 3.72229 4.46357 0.202
Cl -1.36578 -0.82329 -0.38863 0.009
S -1.40391 -5.31849 -4.07622 0.000
S -1.59475 -1.86242 -4.60235 0.000
S 1.62277 -2.70803 -2.52240 0.000
O 2.12312 4.14709 0.41692 0.000
O 1.92002 -0.90165 4.99684 0.004
O -3.25997 2.56383 1.74223 0.089
O -7.49281 5.43233 -3.01053 0.000
O -6.49205 -0.13242 -0.75191 0.000
O -7.30555 0.66045 -2.62241 0.000
O -5.92521 6.62844 -2.03895 0.000
O -3.98593 4.68207 1.98724 0.009
N 1.21183 1.51795 2.58223 0.015
N 0.82490 -1.23067 2.98479 0.003
N -6.64505 0.73996 -1.60173 0.000
N -6.48342 5.56288 -2.31426 0.000
N 1.25382 2.08542 0.02977 0.000
C 0.16890 -5.02454 -2.98252 0.000
C -5.08032 4.52355 -0.62133 0.001
C -3.92044 3.61907 1.39510 0.008
C -1.06872 -2.68687 4.66295 0.001
C 2.05956 3.62089 3.29112 0.003
C 2.15785 3.10388 4.56781 0.001
C 3.35692 1.77557 -3.03497 0.000
C 0.19049 -3.32949 3.98999 0.001
C -0.88658 -4.55823 -5.59105 0.000
C -1.58785 2.06808 -2.80485 0.000
C 3.68072 -3.40966 0.53681 0.000
C 3.85987 1.08662 -0.68046 0.000
C 2.92999 1.64604 -1.72510 0.000
C 1.59714 2.77665 2.24663 -0.001
C 2.94974 -2.50975 1.50249 0.000
C 1.21021 -1.94194 -4.10339 0.000
C 0.15451 -3.68129 -2.16551 0.000
C 1.86192 1.76605 4.84805 0.000
C 1.20486 2.77178 -3.56825 0.000
C -1.43639 -3.14560 -5.92610 0.000
C -4.71335 3.41295 0.10175 0.008
C 1.30957 -0.54392 4.00683 0.000
C 2.36337 -4.58921 2.76225 0.000
C -0.70048 3.03454 -2.04866 0.000
C -5.97552 4.29950 -1.64199 0.000
C 1.66967 2.13512 -1.37334 0.000
C 1.58145 -5.29741 3.67131 0.001
C 1.66266 3.06784 0.78471 0.000
C -2.04161 -2.18282 3.62074 0.005
C 1.03724 -2.62756 3.15518 0.001
C 4.73536 2.19172 -0.03074 0.000
C -0.85116 -1.68828 5.78022 0.001
C 2.07017 -3.30885 2.42965 0.000
C 0.76280 2.70510 -2.28395 0.000
C -1.23894 3.31041 -0.64896 0.000
C 1.36547 0.96669 3.79816 0.008
C -6.05860 2.00579 -1.28870 0.000
C -6.49648 3.08433 -2.03452 0.000
C -5.20850 2.09893 -0.20537 0.000
C 4.74311 -0.11457 -1.07671 0.000
C 0.55050 -4.65733 4.35597 0.000
C 2.45099 2.30612 -3.95853 0.000
C 4.03200 -1.77629 2.35801 0.000
C -0.04100 -1.08445 -4.23445 0.000
H 3.65163 -0.85644 2.78231 0.000
H 2.75917 2.43095 -5.05154 0.000
H 3.18001 -5.17615 2.44137 0.000
H 0.20954 -0.25088 -4.88354 0.000
H 2.57013 3.76071 5.29490 0.000
H 2.98684 -4.21547 0.18598 0.000
H -1.72972 -1.27809 3.04268 0.010
H -1.56605 -3.55970 5.18046 0.001
H -0.77231 4.04633 -2.53264 0.000
H 0.20993 -4.53491 -5.66791 0.000
H 4.24876 1.29825 -3.39047 0.000
H 4.21706 -0.88955 -1.68910 0.000
H 5.21745 1.95227 0.95317 0.000
H 4.48447 -3.90914 1.12803 0.000
H 5.54992 2.48446 -0.74601 0.000
H -1.80394 -1.57335 6.26331 0.000
H -1.64188 1.16059 -2.30972 0.000
H 2.32945 -1.72443 0.98388 0.000
H -4.84775 1.25997 0.47626 0.000
H 5.57406 0.32108 -1.54313 0.000
H -2.92206 -1.74849 4.02990 -0.001
H -0.74682 -3.12169 -2.40561 0.000
H -2.63728 2.37401 -2.84281 0.000
H 0.59916 3.24311 -4.33184 0.000
H -1.16096 1.93618 -3.82666 0.000
H 2.01360 1.40316 5.80324 0.000
H 2.11153 -1.30079 -4.25324 0.000
H 2.26287 4.62402 3.05982 0.000
H 4.94915 -1.42897 1.80925 0.000
H -1.19189 -5.13220 -6.40090 0.000
H 3.21355 0.66759 0.11137 0.000
H -1.43413 2.39572 -0.08399 0.000
H 5.05868 -0.61692 -0.17472 0.000
H -0.94257 -2.74649 -6.83397 0.000
H -2.36430 -2.99912 3.04207 0.000
H 0.00753 -5.90808 -2.33242 0.000
H 0.23916 -3.93188 -1.09537 0.000
H -0.23318 -0.61968 -3.26796 0.000
H -2.13933 3.88307 -0.70779 0.000
H -0.05120 -1.93341 6.52188 0.000
H 1.24114 -2.62469 -4.92370 0.000
H 1.81468 -6.34832 3.83126 0.000
H -7.23916 2.92023 -2.85667 0.000
H 4.22956 -2.81862 -0.23976 0.000
H 1.05651 -5.19945 -3.61833 0.000
H -0.56859 3.91008 -0.06738 0.000
H -4.79499 5.53288 -0.39658 0.000
H 4.18614 3.11579 0.15779 0.000
H 4.36549 -2.46902 3.15069 0.000
H -2.52797 -3.21133 -6.16497 0.000
H -0.05742 -5.25789 5.02353 0.000
H -0.62243 -0.70533 5.43698 0.001
```

As for the spin multiplicity: 2. The charge is -1. The expectation value of S² is 0.76. As for the HOMO energy (spin up / spin down): -6.132 / -6.115 eV. The calculation puts the LUMO energy (spin up / spin down) at 0.67 / -2.87 eV.


(2)
A molecular structure, C43H57EuN14O2 in a non-equilibrium geometry, computed with wB97M-V/def2-TZVPD.

Structure (XYZ):
```
117
Properties=species:S:1:pos:R:3:lowdin_spin:R:1
Eu 0.57412 0.46634 -0.26856 6.066
O 2.32682 -0.75319 -1.08415 -0.012
O 3.38065 -2.71525 -1.51086 -0.001
N 1.50534 2.23791 -1.78228 -0.008
N -1.46450 0.74448 -3.80927 0.000
N -2.08055 4.40888 1.13976 0.000
N 3.39398 2.31975 -0.31011 -0.002
N -1.74035 0.72794 -1.49748 -0.007
N -3.44684 1.50094 -2.88257 0.000
N 1.30066 -0.16410 1.85120 -0.013
N 2.75632 1.52051 0.39788 -0.006
N 3.74786 -8.04894 2.06548 0.000
N 0.09924 4.45979 0.43606 0.000
N 1.53638 -7.77034 1.45965 0.000
N -0.85998 2.36453 0.68595 -0.009
N 3.24209 -6.61910 0.35361 0.000
N 0.08758 -2.09620 -0.74392 -0.006
C -2.21119 1.00241 -2.69320 0.000
C 4.17506 0.38556 4.12136 0.001
C -0.98347 3.68933 0.78377 0.000
C -4.32586 -1.10470 1.28029 0.000
C -1.03742 -2.71541 3.05895 0.000
C -3.43109 3.86669 1.22469 0.000
C 5.01839 1.21971 3.33973 0.000
C -2.58250 0.57181 0.89521 0.000
C 1.61554 -2.53765 2.37029 0.000
C -1.70165 1.56573 1.47383 -0.001
C -1.58885 1.61517 -4.99826 0.000
C 3.32228 1.14298 1.62123 0.000
C 4.57315 1.60630 2.10493 0.000
C 0.82305 -1.38436 2.35624 0.000
C 1.67973 -4.82286 -0.44341 0.000
C -2.54849 1.05771 3.69687 0.000
C 1.51017 3.63867 -3.71972 0.000
C 2.95113 -0.05952 3.69973 0.000
C -3.61144 -0.66277 -0.95691 -0.001
C -1.70092 1.80040 2.84297 -0.001
C 2.81974 4.01230 -3.44566 0.001
C 2.75113 2.68583 -1.47144 0.000
C -0.02204 5.57706 -0.49214 0.000
C 1.03460 -2.65703 -1.72195 0.000
C -1.99698 5.69407 1.81041 0.000
C -0.52793 -1.49430 2.67641 0.000
C 1.09770 -3.78545 2.67757 0.000
C -4.44569 -1.32324 -0.05133 0.000
C 1.20019 -4.21619 -1.74846 0.000
C -0.24656 -3.86247 3.07513 0.000
C 2.47422 0.27871 2.39553 0.000
C -2.66801 0.25669 -0.53280 0.000
C 2.37283 -6.15052 -0.73683 0.000
C 2.39898 -2.01547 -1.42162 0.000
C -4.11801 2.35313 -1.91604 0.000
C 3.44465 3.57618 -2.29196 -0.001
C -4.27824 1.07237 -4.01238 0.000
C 0.93573 2.71824 -2.88867 0.000
C -0.41582 -0.25440 -3.73565 0.001
C -3.40995 0.13135 3.16608 -0.001
C 2.83578 -7.47410 1.28940 0.000
C 1.38052 4.22353 1.02957 0.000
C -3.42174 -0.13808 1.78499 0.000
H 2.32330 -0.69111 4.31641 0.000
H -4.96633 -1.60558 1.99310 0.000
H 4.45268 3.86914 -1.98177 0.000
H -0.85148 -2.39076 -0.97252 0.000
H 1.60183 4.93701 1.81935 0.000
H -1.15625 -0.63667 2.72379 0.000
H -0.65873 -4.82843 3.35229 0.000
H 3.00855 -6.04519 -1.60469 0.000
H 5.97623 1.60202 3.70474 0.000
H 1.68063 -6.95962 -0.98423 0.000
H -0.69423 -0.97688 -2.97269 0.000
H -0.57367 1.82201 -5.36507 0.000
H -4.78315 1.79978 -1.24095 0.000
H -2.23653 6.47953 1.12804 0.000
H -1.03765 5.55953 -0.93788 0.000
H 1.02352 3.93681 -4.62816 0.000
H 0.25635 -4.65805 -2.08944 0.000
H -1.02666 2.51338 3.26706 0.000
H 1.18705 -8.54900 1.98841 0.000
H -3.34083 2.87656 -1.35931 0.000
H -0.04999 2.31787 -3.11298 0.000
H 3.48787 -8.60588 2.87199 0.000
H 1.95360 -4.38556 -2.54716 0.000
H 0.35146 -2.50060 0.15398 0.000
H 0.71049 -2.40873 -2.74482 0.000
H 2.67000 -2.41398 2.15731 0.000
H -2.49771 1.27220 4.75724 0.000
H -3.51906 2.97179 0.62160 0.000
H -2.10420 2.53499 -4.72392 0.000
H 0.10386 6.53945 -0.03185 0.000
H -4.14017 4.61007 0.85660 0.000
H 2.17697 4.34640 0.28991 0.000
H -5.23458 0.70695 -3.65561 0.000
H -3.79697 0.28129 -4.55930 0.000
H 2.37229 -4.13860 0.04862 0.000
H -3.64889 -0.91062 -2.01108 0.000
H -0.31638 -0.73747 -4.70492 0.000
H -4.71718 3.07126 -2.47953 0.000
H -5.20098 -2.03582 -0.38876 0.000
H 1.71894 -4.66266 2.66524 0.000
H 4.51006 0.06799 5.11093 0.000
H 3.29316 4.69497 -4.14538 0.000
H -2.04717 -2.73803 3.40344 0.000
H 4.15087 -6.19268 0.44537 0.000
H 4.69825 -8.07574 1.73879 0.000
H 0.69357 5.41634 -1.28537 0.000
H -3.63911 3.63450 2.29013 0.000
H -2.70855 5.66453 2.61706 0.000
H 1.38163 3.20895 1.44719 0.000
H 0.56923 0.18440 -3.51521 0.000
H -1.00578 5.85594 2.25426 0.000
H 5.14135 2.25196 1.44968 0.000
H -2.16614 1.10711 -5.76683 0.000
H 0.82373 -4.93050 0.20999 0.000
H 0.83295 -7.16378 1.06159 0.000
H -4.07623 -0.44511 3.79009 0.000
H -4.45531 1.88496 -4.72195 0.000
```

As for the spin multiplicity: 7. The charge is +2. The expectation value of S² is 12.01. As for the HOMO energy (spin up / spin down): -11.025 / -11.038 eV. The calculation puts the LUMO energy (spin up / spin down) at -5.05 / -5.02 eV.


(3)
A molecular structure, C13H16Cl3NO5PSV, computed with wB97M-V/def2-TZVPD.

Structure (XYZ):
```
41
Properties=species:S:1:pos:R:3:nbo_charge:R:1
V 0.96706 0.08050 -1.36270 0.785
Cl 3.48372 2.43634 -3.20348 -0.009
Cl 1.21645 0.74974 -3.93188 0.051
Cl 1.62600 -2.33333 -1.78543 -0.110
S 1.67435 -0.98706 1.80934 2.297
P -1.37519 -0.62921 -1.83720 0.924
O 0.58527 4.08620 -2.37890 -0.643
O 1.46231 -2.40809 1.69388 -0.947
O 0.83091 2.12222 -1.31376 -0.747
O -1.27456 1.01634 0.94568 -0.636
O 3.03420 -0.52445 1.72357 -0.943
N 0.69214 -0.15517 0.82282 -0.944
C -2.59044 0.72399 -1.98781 -0.944
C -0.68325 0.62725 5.27299 -0.217
C 0.42857 -0.13943 5.61548 -0.209
C 0.96357 2.93047 -2.28374 0.758
C 1.24305 -0.68863 4.63186 -0.216
C -0.18790 0.32083 2.96637 -0.134
C -0.33200 0.44047 1.47588 0.634
C -2.15450 -1.74806 -0.62078 -0.952
C 0.91073 -0.43587 3.31750 -0.217
C 2.83783 -0.89421 -1.69021 -0.738
C 1.74176 2.40444 -3.52470 -0.303
C -1.65755 -1.55768 -3.39451 -0.939
C -1.00423 0.86291 3.94285 -0.169
H -2.30438 1.36644 -2.82193 0.231
H 3.36481 -0.94921 -2.64334 0.170
H -1.86267 1.45595 3.65532 0.230
H -2.70475 -1.84555 -3.51231 0.211
H 0.65911 -0.30652 6.66004 0.207
H 1.53703 3.03056 -4.38347 0.235
H -2.30703 -1.18644 0.29974 0.253
H -2.54352 1.30613 -1.06855 0.277
H 2.10787 -1.28808 4.88391 0.225
H -1.35862 -0.93996 -4.24250 0.229
H -1.47029 -2.57140 -0.40948 0.244
H -1.30045 1.04399 6.05930 0.206
H -1.03413 -2.45255 -3.38991 0.240
H -3.60382 0.34877 -2.14889 0.208
H -3.10991 -2.14206 -0.97615 0.208
H 3.49246 -1.17060 -0.86492 0.195
```

For the energy above the lowest of the compared OMol25 structures with the same formula, charge and spin, the calculation gives 1.7 kcal/mol. As for the spin multiplicity: 2. The charge is -1. The expectation value of S² is 0.76. As for the HOMO energy (spin up / spin down): -3.502 / -2.883 eV. The calculation puts the LUMO energy (spin up / spin down) at 2.82 / 2.82 eV.


> The highest charge belongs to which entry?

C43H57EuN14O2


> The highest spin multiplicity belongs to which entry?

C43H57EuN14O2